Entry from the Open Molecules 2025 dataset: a cluster of 10 separate species, C28H64N6O14 in total in a non-equilibrium geometry (wB97M-V/def2-TZVPD).

## Properties
- Kohn-Sham gap: 3.3 eV
- Energy above the lowest of the compared OMol25 structures with the same formula, charge and spin: 4.584 eV
- Net charge: -2

Structure (XYZ):
```
112
Properties=species:S:1:pos:R:3:forces:R:3
C 15.1374 -19.9310 4.6473 1.9 0.0 -2.0
N 28.4934 -15.6949 -5.7716 1.7 1.8 0.0
H 15.3893 -22.8890 -7.6051 0.2 1.0 0.1
C 20.9150 -20.8597 7.7911 -0.3 -1.9 0.1
H 19.5790 -16.8032 -3.8549 -0.5 0.1 0.1
H 31.1550 -14.4460 -5.8028 -0.3 -0.1 0.9
C 29.2737 -15.0672 -6.7078 -1.0 -0.2 -1.8
H 19.9661 -19.9372 0.6810 -0.1 1.2 0.0
H 13.9596 -22.1156 -6.7187 0.5 0.1 0.1
H 18.4896 -24.9291 -8.4845 0.5 -0.5 0.2
H 21.1788 -20.9384 0.2807 0.9 -0.5 -0.3
C 21.9675 -18.8688 8.6990 0.9 2.6 -4.2
O 18.4516 -16.4184 -6.7228 -0.9 1.0 -2.2
H 26.8052 -11.5328 0.9395 0.5 0.1 0.1
H 26.7359 -16.6912 -5.4535 0.2 -0.5 0.2
C 25.2604 -24.5566 4.8670 0.9 -0.8 -0.1
O 19.4350 -22.1425 -8.1842 2.7 -0.8 1.2
O 22.1825 -10.7820 0.9487 1.0 0.1 -0.8
H 21.5119 -19.8232 1.5836 -0.3 0.0 0.4
O 29.1381 -15.3011 -7.9503 0.8 0.6 3.4
N 19.3524 -16.3914 -4.7488 1.6 1.0 2.4
O 21.6549 -22.6250 -7.4542 -1.7 -1.1 -0.9
C 27.2771 -13.3410 -0.2551 0.4 1.3 0.7
H 16.8354 -24.7533 -3.9098 -0.7 -0.2 0.5
C 14.5309 -23.0157 -6.9454 0.7 -0.9 -0.5
H 30.5739 -13.4396 -6.9840 -0.5 0.6 0.2
H 26.4019 -22.2233 5.0848 -0.2 0.3 -0.2
O 15.4045 -18.3651 7.8538 -0.7 -1.7 -2.1
C 21.6519 -11.2506 -1.3861 0.3 -1.1 -1.7
C 15.6856 -18.5364 6.5092 1.8 2.0 -1.5
O 28.1653 -13.9600 -0.8044 0.6 0.0 -0.3
H 28.2410 -11.3448 -0.2636 -0.1 -0.1 0.5
H 26.0484 -14.9150 0.2447 -0.1 0.3 -0.2
C 27.2769 -11.7856 -0.0101 -0.5 -1.5 -1.3
C 18.4280 -16.7980 -5.5868 -1.0 -2.2 -0.2
H 29.6599 -13.3837 -5.3812 0.6 0.0 0.1
C 27.6312 -16.7635 -6.0709 -0.8 -0.5 -1.0
C 15.0480 -23.7503 -5.6908 -2.3 -1.1 -0.4
C 21.0525 -19.9034 0.5984 0.8 -0.8 0.4
H 16.0466 -16.4281 8.1276 0.0 0.1 0.2
O 16.4062 -17.8119 5.8124 -1.6 -1.3 2.2
H 20.6388 -8.4932 -0.7416 -0.6 -0.2 -0.4
H 19.8297 -20.9475 7.8408 -0.2 0.9 0.0
H 15.9524 -23.3854 -3.0304 -0.2 -0.4 -0.2
H 21.8846 -20.5319 9.6984 -0.4 -0.6 -0.4
H 18.6019 -23.7938 -9.7136 0.7 0.6 0.0
C 20.4333 -22.8760 -8.0391 -1.5 3.2 0.0
O 20.4449 -24.0702 -8.5513 -0.6 -2.2 -1.1
H 28.1930 -17.6972 -6.0451 -0.5 -0.4 0.4
H 20.4434 -10.5800 0.1811 -1.2 0.0 -0.5
H 22.2382 -21.5166 -5.8282 0.0 0.2 -0.2
H 24.6102 -25.4112 5.0545 -0.1 0.3 0.3
H 24.6877 -22.1998 2.6307 0.1 -0.1 -0.1
H 14.5968 -20.8441 4.3980 -0.5 0.3 0.6
H 16.1731 -20.1661 4.4020 0.2 0.0 0.0
H 27.3055 -16.6489 -7.1048 0.0 0.0 0.0
H 26.2128 -24.9916 4.5640 0.3 -0.3 0.2
C 23.2690 -18.9222 -0.3248 -0.9 0.6 0.9
H 16.4922 -17.2783 -4.8108 0.3 0.4 1.1
H 21.8657 -8.3723 0.3798 0.6 -0.4 0.1
H 19.7328 -15.4696 -4.9091 0.3 -0.3 -0.2
H 23.5826 -18.2381 -1.1133 0.3 0.0 0.2
H 21.5345 -19.3089 -1.2942 -0.8 0.4 -1.4
C 21.4590 -10.4157 -0.1791 0.0 -1.2 3.5
H 22.5379 -11.0088 -1.9733 0.5 0.3 0.2
H 20.8472 -11.1381 -2.1127 -0.5 0.1 -0.1
O 21.1444 -17.5901 -0.0195 1.7 -2.2 -1.2
H 22.9637 -21.0868 -7.4420 0.1 -0.1 0.3
H 28.6188 -15.4237 -4.8068 0.0 -0.1 -0.1
N 21.5236 -20.1064 8.8565 -0.1 -0.6 0.6
H 25.5091 -23.9199 5.7160 -0.7 -0.1 0.0
H 23.9001 -18.3804 9.6836 -0.2 0.1 -0.4
H 21.7465 -12.3197 -1.1963 -0.2 0.0 0.5
H 23.6738 -19.9233 -0.4730 0.0 -0.2 -0.1
H 21.2321 -20.6499 6.7695 0.1 0.7 0.4
H 26.5732 -11.4488 -0.7713 -0.1 0.4 -0.1
O 21.7861 -18.2422 7.6185 0.2 -1.1 2.7
C 24.8530 -23.9004 3.5928 -0.4 -1.9 -1.1
H 17.0615 -17.6867 8.8455 0.0 0.1 0.3
O 24.4728 -24.5532 2.6161 -0.2 -0.2 0.8
H 25.4375 -13.2823 0.5104 -0.3 -0.5 0.2
O 15.0688 -19.6127 5.9875 -1.2 0.3 3.4
C 22.8193 -18.3232 9.8130 -1.1 -0.3 0.6
H 22.1999 -8.8043 -1.3601 0.6 0.3 0.1
H 16.8732 -18.3580 -5.8832 1.0 -0.3 -0.6
H 14.9136 -19.1137 3.9617 -0.5 0.1 0.3
H 22.4542 -17.3099 9.9800 0.5 0.0 0.1
C 21.5798 -8.9775 -0.4806 -0.4 2.2 -0.8
C 16.0323 -17.3753 8.6668 0.4 0.0 -1.1
C 19.2025 -24.5584 -9.2209 0.2 0.9 0.4
H 13.9158 -23.6108 -7.6204 -0.4 -0.5 0.7
O 14.4336 -24.7009 -5.1930 0.5 0.9 -0.3
H 19.4933 -25.2721 -9.9918 0.2 -0.1 0.6
N 25.0156 -22.6147 3.4911 1.2 3.4 -0.3
C 30.2184 -13.9773 -6.1050 -0.4 -1.3 -2.0
N 16.1490 -23.2378 -5.1419 0.9 0.7 0.1
C 22.0632 -21.3619 -6.8929 -0.7 0.0 -0.8
H 24.8925 -21.1794 4.9270 -0.1 -0.5 1.3
H 23.5307 -18.5492 0.6654 0.6 0.2 0.0
H 22.5439 -18.9484 10.6624 0.3 0.3 0.6
C 17.3967 -17.8158 -5.0957 -0.7 0.1 -0.4
H 21.3153 -20.5997 -7.1119 -0.1 0.0 0.4
N 26.1776 -13.9133 0.2380 -0.7 0.1 0.4
C 25.7002 -21.7126 4.4255 -1.6 0.7 0.3
H 17.5888 -23.2895 -3.5973 -0.1 0.6 -0.4
H 15.4269 -17.3512 9.5729 0.2 0.1 -0.1
C 21.7215 -18.8477 -0.3245 -2.2 1.0 1.0
H 26.1082 -20.7793 4.0375 0.8 -0.7 -1.2
H 17.7601 -18.5192 -4.3465 -0.2 0.3 0.2
H 21.1711 -21.9061 7.9570 0.4 -0.2 0.0
H 16.7693 -22.7045 -5.7343 -0.2 0.2 0.3
C 16.6062 -23.6894 -3.8478 1.2 -0.3 0.0
```
Forces are in eV/Å.



Entry from the Open Molecules 2025 dataset: a cluster of 11 separate species, C28H64O11 in total in a non-equilibrium geometry (wB97M-V/def2-TZVPD).

## Properties
- Kohn-Sham gap: 9.9 eV
- Energy above the lowest of the compared OMol25 structures with the same formula, charge and spin: 0.000 eV
- SMILES: C1CCOC1.C1CCOC1.C1CCOC1.C1CCOC1.C1CCOC1.C1CCOC1.C1CCOC1.O.O.O.O
- Net charge: 0

Structure (XYZ):
```
103
Properties=species:S:1:pos:R:3:forces:R:3
H 14.2726 8.8464 11.5529 0.0 -1.3 0.3
O 12.5885 8.9704 10.2493 0.6 0.9 0.3
C 11.1318 13.4740 8.6062 0.3 -1.3 1.3
H 10.5687 7.0650 14.0003 0.1 -1.3 -0.4
H 10.2379 13.8236 8.1719 -0.9 1.0 -0.7
H 7.3758 7.6041 7.3274 -0.1 -0.6 1.2
H 15.9889 14.8387 13.9794 0.6 1.3 0.5
C 11.8377 13.1586 10.9113 0.8 2.2 -0.2
C 10.9240 10.7623 14.0646 0.2 -1.0 1.0
H 12.9933 8.4000 8.3724 0.6 -0.4 -0.7
C 13.7086 9.5320 10.9680 0.0 2.0 0.0
H 8.0862 8.6799 16.5281 -0.3 0.8 0.1
H 8.4089 6.2543 7.6626 0.2 -0.2 0.5
H 5.2159 10.4347 15.7710 0.0 0.4 0.6
H 9.0894 9.2812 10.1396 0.9 0.1 0.6
H 11.5609 12.7556 7.9011 0.2 0.1 0.2
H 7.2138 15.6333 14.2040 0.1 0.1 0.2
H 11.8628 9.1542 15.4241 -0.6 0.9 -0.6
H 13.8012 14.0832 13.7358 -0.4 0.1 0.1
C 8.0121 14.9043 14.0415 0.5 -1.4 -0.7
H 13.4170 10.3085 11.7519 -0.2 -0.6 -1.3
H 8.3795 8.8598 13.4287 -0.3 -0.9 0.2
C 6.7803 9.5562 18.1140 0.4 -1.4 -0.3
H 6.2236 11.6416 18.3908 0.0 -0.6 -0.1
H 7.1028 8.3185 11.0750 0.1 0.1 0.5
H 9.8285 13.0958 10.3960 -0.9 -0.4 -0.3
O 12.8814 13.7709 10.1101 -0.7 0.2 -0.4
C 7.8070 9.6577 16.9805 -0.9 -0.3 0.1
H 13.8221 5.5203 12.4659 -0.5 0.2 0.3
H 10.3766 5.6564 13.1228 -0.7 0.0 0.1
O 8.6813 15.1571 12.8022 -0.1 0.0 0.2
C 7.9577 7.1038 8.1729 -0.2 0.8 -2.4
C 15.9030 12.9274 15.2189 0.8 2.1 -1.1
C 14.5696 13.4881 13.2538 0.5 -2.3 0.6
O 13.2410 6.2168 12.1416 0.0 0.5 -0.5
C 5.8740 10.7129 17.8865 0.5 2.1 0.5
H 9.3036 17.1069 12.7836 -0.1 0.6 0.1
H 8.6966 15.3151 16.0358 0.7 -0.9 -0.8
C 10.9025 9.6873 15.1609 0.9 -0.8 0.5
C 14.7531 11.9836 15.0158 -0.7 0.1 0.6
H 11.1367 15.5956 14.6208 0.3 -0.2 -0.3
C 12.7235 9.3222 8.8465 2.1 0.0 1.6
C 8.3931 8.9886 9.3906 -1.0 -0.4 0.1
H 10.2316 16.9546 15.0620 -0.7 0.0 -0.1
H 10.5382 7.0507 9.5662 -0.3 -0.1 0.0
H 15.3753 10.8369 10.1782 0.0 0.2 0.4
H 15.2622 9.1631 9.5592 -0.2 0.9 0.4
H 7.3134 9.4639 19.0678 -0.5 0.3 -0.1
H 6.2183 8.6506 17.9598 -0.3 -0.5 0.2
H 4.8686 10.6079 18.1877 -1.2 -0.5 0.6
H 7.8782 6.2814 10.0850 0.3 -0.3 0.4
H 10.4208 3.8156 12.0235 -1.1 1.4 -0.2
H 14.2447 10.2430 7.6583 -0.1 0.8 1.7
H 7.5825 13.8684 13.9883 0.1 1.0 -0.1
H 8.1284 9.8722 8.8321 -0.2 0.4 -0.3
H 12.4502 6.3673 12.7173 0.5 -0.7 0.2
O 10.9647 6.2338 13.6235 0.8 1.5 1.0
O 10.8599 6.3432 10.1433 0.5 0.3 0.2
O 9.7469 4.5545 12.0071 0.7 -1.7 0.4
H 14.4546 13.5028 12.1686 0.2 0.2 0.2
H 9.6131 13.9570 15.1849 -0.2 0.2 0.0
H 8.7588 10.9993 14.1433 0.2 0.0 -0.2
H 11.7031 6.6898 10.4992 -0.3 -0.2 -0.1
H 11.1244 11.6287 14.6267 0.1 1.8 0.1
H 13.4145 11.3972 8.8223 -0.5 1.2 -0.1
H 11.6479 15.3624 9.5669 0.2 -0.4 -0.3
H 6.2728 6.4006 9.4179 -0.3 -0.2 -0.3
O 14.4293 12.0568 13.6385 -1.0 1.1 -0.2
C 9.5274 10.5960 13.4734 0.7 0.0 -0.8
C 13.8425 10.4374 8.7198 -1.8 -2.5 -2.4
H 10.4821 15.8927 12.2846 -0.2 0.3 0.6
H 15.0350 10.9570 15.2402 -0.2 -0.1 -0.1
C 5.9525 10.9755 16.4080 -0.3 0.6 -0.9
C 14.6704 10.0759 9.8720 1.5 -2.0 0.6
C 10.1397 16.0107 14.5210 0.0 -1.0 -0.5
H 8.6584 10.0698 17.4802 1.0 0.7 -0.5
O 8.9728 8.0333 8.5214 0.9 -0.2 0.1
C 9.1324 14.9297 15.0617 -0.6 2.1 1.7
C 10.7283 12.7198 9.9470 2.0 -0.5 -0.4
H 11.5394 13.9447 11.6567 -0.4 -0.6 -0.6
H 6.2159 8.8917 9.6295 1.2 -1.2 0.5
H 10.0949 5.2308 11.4115 0.3 0.1 -0.9
C 15.9305 13.7937 13.8660 -0.4 -1.7 -0.2
C 7.2381 6.8758 9.4555 -0.6 0.6 0.3
H 11.7591 10.5743 13.4018 -0.1 0.0 -0.5
O 10.0094 8.6997 14.7141 -0.9 -1.6 -0.4
C 9.4350 9.0744 13.4746 -0.1 0.8 -0.4
C 7.1389 8.3104 10.0000 -1.0 1.0 -0.9
H 13.9322 12.2842 15.7291 0.2 -0.3 -1.0
O 7.2255 10.5566 16.0135 1.8 -0.7 -0.2
H 15.8464 13.6143 16.0793 -0.2 -0.5 -0.2
H 10.8260 11.6081 9.7998 -0.7 1.1 0.2
H 16.7112 13.4265 13.1769 -0.2 0.3 0.4
H 16.8249 12.3871 15.2831 0.6 -0.2 0.1
H 10.4817 10.0254 16.1088 0.2 0.5 0.0
H 9.9927 8.5795 12.6540 -0.3 0.4 0.1
H 5.9197 12.0678 16.2008 -0.4 -0.6 0.0
H 9.3930 10.9862 12.4464 0.2 0.1 0.5
H 12.3774 12.4525 11.4666 0.3 -1.6 0.8
H 12.8845 14.8486 8.3694 -0.1 -0.1 -0.1
C 12.1588 14.4866 9.0976 -0.1 0.1 0.5
H 11.8023 9.5830 8.4694 -2.2 0.9 -0.7
C 9.7040 16.1384 13.0346 0.3 -0.8 -0.3
```
Forces are in eV/Å.